Entry 1:
ORCA calculation (ωB97M-V/def2-TZVPD) on a molecular structure, CsH4O2.

```
7
Properties=species:S:1:pos:R:3:forces:R:3:mulliken_charge:R:1
Cs -0.98914 -1.00404 -1.14068 -0.17 -0.38 -0.12 1.01
O -1.69183 1.32061 0.51700 0.15 -0.44 -0.22 -0.64
H -1.61422 2.04566 1.13709 -0.03 0.21 0.34 0.29
H -1.64608 1.73555 -0.34437 -0.16 0.55 -0.13 0.34
O 1.80865 -1.48783 -0.38528 -0.42 0.04 -0.18 -0.67
H 2.18222 -2.02407 0.31409 0.24 -0.29 0.18 0.33
H 1.95037 -0.58587 -0.09788 0.39 0.32 0.13 0.35
```
Forces are in eV/Å.

For the energy above the lowest of the compared OMol25 structures with the same formula, charge and spin, the calculation gives 0.341 eV. Its net charge is +1. The HOMO-LUMO gap comes out at 0.45775 hartree.

Entry 2:
ORCA calculation (ωB97M-V/def2-TZVPD) on 2 unconnected molecules or ions with the total composition C4H4O2 at a distorted geometry.

```
10
Properties=species:S:1:pos:R:3:forces:R:3:mulliken_charge:R:1
O -1.00280 1.41584 1.39416 0.26 0.16 -0.15 -0.22
C -1.46288 0.25175 1.44430 -0.76 -2.48 1.30 0.56
C -2.60234 -0.45839 1.73979 -0.71 0.78 -0.94 -0.20
H -0.01090 1.48895 1.31836 0.17 0.07 -0.20 0.39
H -3.68495 -0.45146 1.63297 0.25 -0.10 0.28 0.38
C -1.42734 -1.31536 1.64244 1.04 1.38 -0.39 -0.41
H -0.93456 -1.67847 2.55873 -0.05 0.11 -0.23 0.28
H -1.30025 -1.98141 0.77337 -0.12 0.15 0.28 0.28
O 2.90275 2.43900 1.22423 -0.94 -0.31 -0.05 -0.05
C 1.83997 2.07398 1.20736 0.86 0.24 0.08 -0.01
```
Forces are in eV/Å.

For the energy above the lowest of the compared OMol25 structures with the same formula, charge and spin, the calculation gives 0.000 eV. Its net charge is +1. As for the multiplicity: 2. The HOMO-LUMO gap (spin up / spin down) comes out at 0.41527 / 0.33043 hartree.

Entry 3:
ORCA calculation (ωB97M-V/def2-TZVPD) on a molecular structure, C4H2LiO2Ru at a distorted geometry.

```
10
Properties=species:S:1:pos:R:3:forces:R:3:mulliken_charge:R:1
H -0.41131 -3.08096 0.97620 -0.03 0.38 0.01 0.36
O -0.20610 -1.34437 2.02518 -0.25 -0.25 -1.66 -0.61
C -0.35260 -1.97839 0.95462 0.47 -0.49 1.65 0.50
C -0.41071 -1.29234 -0.27900 -0.21 3.29 -2.21 -0.17
C -0.44161 -0.30802 -1.08334 -0.63 -2.37 1.99 -0.26
Li -0.02185 0.52633 1.33382 0.15 -0.37 0.21 0.92
O 0.22240 2.41514 -1.15481 -1.00 1.51 -0.29 -0.64
C 0.92355 1.67387 -0.38765 1.70 0.43 -0.11 -0.26
Ru -1.31283 1.42692 -1.97551 0.22 -1.13 -0.20 0.86
H 2.01107 1.96182 -0.40951 -0.41 -0.99 0.60 0.30
```
Forces are in eV/Å.

For the energy above the lowest of the compared OMol25 structures with the same formula, charge and spin, the calculation gives 1.553 eV. Its net charge is +1. As for the multiplicity: 7. The HOMO-LUMO gap (spin up / spin down) comes out at 0.20483 / 0.27743 hartree.

Entry 4:
ORCA calculation (ωB97M-V/def2-TZVPD) on a single C7H12 molecule at a distorted geometry.

```
19
Properties=species:S:1:pos:R:3:forces:R:3:mulliken_charge:R:1
C -0.13864 -1.92045 0.85110 1.50 2.30 0.09 -0.88
C 0.81718 -1.44450 -0.37938 1.28 -0.77 1.66 -0.61
C 0.00631 -0.52971 -1.15682 -1.42 3.38 -1.97 0.92
C -0.59616 -0.70893 -2.35438 -0.27 1.83 -0.10 -0.94
C -0.02185 2.45326 1.41650 -0.70 2.80 -3.12 -1.20
C 0.28448 1.16329 0.67240 2.18 0.31 -0.94 0.16
C -0.27745 0.79774 -0.54686 1.43 0.50 4.07 -0.58
H -0.64703 -2.79559 0.53285 0.00 -1.30 0.22 0.39
H 0.58338 -2.00225 1.80294 -2.37 -0.01 -1.86 0.23
H -1.02369 -1.13910 0.88067 2.17 -1.39 0.75 0.29
H 1.13821 -2.24319 -1.09373 -0.12 0.20 1.08 0.36
H 1.80894 -0.91344 0.06670 -2.41 -1.27 -1.28 0.22
H -0.64179 -1.69989 -2.73970 0.12 -0.48 -0.90 0.32
H -1.06783 0.21760 -2.95846 0.86 -2.54 1.70 0.20
H -1.06185 2.87529 1.09924 1.68 -0.73 0.38 0.28
H 0.75081 3.37664 1.09913 -1.78 -2.59 1.03 0.22
H -0.08782 2.36691 2.46989 0.39 -0.20 1.05 0.36
H 1.31498 0.71897 1.11995 -2.77 0.41 -1.24 0.05
H -1.14017 1.42735 -0.78204 0.22 -0.45 -0.63 0.21
```
Forces are in eV/Å.

For the energy above the lowest of the compared OMol25 structures with the same formula, charge and spin, the calculation gives 3.187 eV. Its net charge is 0. The structure (SMILES) is C=C(/C=C/C)CC. The HOMO-LUMO gap comes out at 0.33915 hartree.

Entry 5:
ORCA calculation (ωB97M-V/def2-TZVPD) on 5 unconnected molecules or ions with the total composition C15H26O15 at a distorted geometry.

```
56
Properties=species:S:1:pos:R:3:forces:R:3:mulliken_charge:R:1
C -16.27755 8.22343 16.41881 -0.23 0.09 0.36 -0.13
C -15.55808 9.51905 16.02403 0.94 -1.87 -1.88 -0.29
O -16.23703 10.51477 16.62814 -1.91 2.06 1.26 -0.29
C -17.18135 10.03104 17.43084 -3.61 2.66 3.80 0.65
O -18.01191 10.74673 18.07044 3.71 -3.39 -2.94 -0.57
O -17.07190 8.67381 17.55108 0.29 0.20 -0.66 -0.33
H -15.60218 7.38943 16.60965 -0.02 0.22 0.81 0.23
H -16.96913 7.83211 15.67269 -0.11 0.41 -0.22 0.16
H -15.71755 9.64788 14.95348 0.82 0.04 -0.18 0.25
H -14.52026 9.60089 16.34704 0.12 -0.41 -0.35 0.31
C -9.45617 1.37135 15.16482 -1.19 -0.89 -0.08 -0.24
C -10.51410 2.19314 15.84473 -0.51 0.34 -1.07 -0.14
O -9.71061 3.01044 16.74851 1.11 1.11 2.25 -0.27
C -8.42637 2.73705 16.64514 -5.99 -2.41 -3.36 0.81
O -7.51733 3.17454 17.33281 2.30 1.60 2.10 -0.05
O -8.20681 1.88311 15.72072 1.79 -0.68 -0.90 -0.27
H -9.53342 1.38449 14.07764 0.84 0.37 0.10 0.32
H -9.63481 0.35109 15.50434 0.94 -0.10 -0.12 0.29
H -11.25148 1.50508 16.25819 0.19 0.60 1.09 0.28
H -11.09455 2.88450 15.23384 0.31 0.09 -0.09 0.29
C -16.97710 1.11779 19.49128 -0.71 1.49 -0.91 -0.78
O -17.03082 1.30713 18.03668 0.11 0.04 -0.07 -0.22
C -18.24064 1.50400 17.47611 -2.24 0.14 2.04 0.74
O -19.29221 1.73900 18.11716 3.18 -0.68 -2.56 -0.61
O -18.07822 1.33682 16.14205 1.60 0.04 2.56 0.07
C -19.14219 1.45110 15.28277 -1.81 0.53 -0.66 -0.89
H -17.23093 0.07251 19.66752 0.14 0.34 0.53 0.32
H -17.64142 1.87395 19.90962 -0.68 -0.72 0.23 0.35
H -16.02879 1.49994 19.86913 0.43 -0.85 -0.53 0.23
H -19.16034 2.45884 14.86776 0.23 -0.10 -0.55 0.27
H -20.10510 1.38806 15.78964 0.04 -0.49 0.14 0.40
H -19.00624 0.65574 14.54995 -0.31 0.34 -0.20 0.25
C -15.28974 -5.18711 14.49332 -0.25 -0.95 -0.89 -0.74
O -15.27704 -3.80796 14.93925 0.89 -1.15 -0.65 -0.31
C -16.36627 -3.38818 15.58868 -0.70 -3.61 0.23 0.78
O -17.38206 -4.04694 15.70799 0.54 1.16 -0.34 -0.57
O -16.03059 -2.31689 16.22881 -0.28 1.60 0.38 -0.37
C -16.94306 -1.85230 17.21411 -0.13 0.26 1.21 -0.57
H -14.33336 -5.61327 14.19030 0.70 1.41 -0.05 0.29
H -15.91074 -5.31091 13.60611 -0.31 0.22 0.23 0.31
H -15.54063 -5.97827 15.19989 -0.85 0.84 0.71 0.31
H -17.50580 -2.63439 17.72378 0.31 -0.40 -0.34 0.52
H -17.69665 -1.14561 16.86658 0.39 0.09 -0.45 0.08
H -16.27034 -1.39935 17.94240 -0.35 0.30 0.00 0.19
C -16.23952 4.12895 14.50161 0.11 -0.50 0.08 -0.19
O -14.87705 3.60087 14.58772 0.34 -0.17 0.08 -0.36
C -14.49415 2.32175 14.54540 1.39 -0.67 -0.23 0.77
O -13.24486 2.02714 14.59868 -5.01 0.57 -0.10 -0.66
O -15.60107 1.49949 14.41993 2.88 1.42 -1.14 -0.26
C -15.34156 0.09139 14.42075 -1.51 -1.11 1.93 -0.81
H -16.92932 3.66603 15.20729 0.36 -0.18 0.15 0.04
H -16.67206 4.01154 13.50802 0.37 -0.08 -0.09 0.31
H -16.13125 5.18681 14.74103 0.07 -0.20 -0.09 0.10
H -15.55206 -0.11063 15.47098 1.29 -0.62 0.22 0.30
H -14.44412 -0.35180 13.98913 0.20 0.88 0.23 0.41
H -16.19016 -0.48802 14.05706 -0.23 0.76 -1.02 0.28
```
Forces are in eV/Å.

Its net charge is +1. As for the multiplicity: 2. The HOMO-LUMO gap (spin up / spin down) comes out at 0.31539 / 0.07174 hartree.

Entry 6:
ORCA calculation (ωB97M-V/def2-TZVPD) on 3 unconnected molecules or ions with the total composition C3H13N4 at a distorted geometry.

```
20
Properties=species:S:1:pos:R:3:forces:R:3:mulliken_charge:R:1
C 3.75920 -0.07889 0.28376 0.47 -0.70 0.75 -0.54
C -2.95118 -0.20998 -0.95782 -0.44 -0.16 -0.31 -0.95
C -2.41758 1.35493 0.70910 -0.07 0.20 0.03 -0.26
N 0.04487 -1.12118 0.53887 0.18 -0.07 0.03 -0.52
N 2.97222 0.69488 -0.58939 -1.40 1.02 -1.20 -0.48
N -2.13990 0.27896 0.12123 0.01 0.21 0.24 -0.36
N 1.75125 0.48051 -0.64079 1.35 0.22 0.02 -0.03
H 4.23112 0.61913 0.98019 -0.03 -0.05 0.01 0.25
H 3.22713 -0.86816 0.82621 0.01 0.07 -0.07 0.27
H 4.57739 -0.49144 -0.31116 -0.06 -0.05 0.06 0.26
H -3.63908 0.54133 -1.35020 0.03 0.00 -0.02 0.34
H -2.29745 -0.56613 -1.75346 -0.09 0.01 -0.09 0.30
H -3.53243 -1.05965 -0.59424 0.02 -0.02 -0.08 0.31
H -3.26105 1.98723 0.44274 -0.13 -0.01 -0.11 0.25
H -1.78903 1.68423 1.52331 0.12 0.08 0.19 0.26
H -0.02350 -2.01597 0.06013 0.04 -0.02 0.10 0.37
H -0.90064 -0.56432 0.42580 0.15 -0.16 0.13 0.44
H 0.83637 -0.49552 0.07799 -0.43 -0.60 0.42 0.49
H 1.30924 1.11595 -1.31533 0.27 0.10 -0.03 0.23
H 0.24305 -1.28590 1.52307 -0.01 -0.07 -0.07 0.38
```
Forces are in eV/Å.

For the energy above the lowest of the compared OMol25 structures with the same formula, charge and spin, the calculation gives 3.342 eV. Its net charge is +1. The HOMO-LUMO gap comes out at 0.37432 hartree.

| no. | electronic energy (eV) |
| --- | --- |
| 1 | -4702.7780 |
| 2 | -8296.0079 |
| 3 | -11046.6212 |
| 4 | -7450.2439 |
| 5 | -46675.6725 |
| 6 | -9274.2025 |